{"formula": "C73H65AsGeNaOP3", "method": "ωB97M-V/def2-TZVPD", "symbols": ["As", "Ge", "P", "P", "P", "Na", "O", "C", "C", "C", "C", "C", "C", "C", "C", "C", "C", "C", "C", "C", "C", "C", "C", "C", "C", "C", "C", "C", "C", "C", "C", "C", "C", "C", "C", "C", "C", "C", "C", "C", "C", "C", "C", "C", "C", "C", "C", "C", "C", "C", "C", "C", "C", "C", "C", "C", "C", "C", "C", "C", "C", "C", "C", "C", "C", "C", "C", "C", "C", "C", "C", "C", "C", "C", "C", "C", "C", "C", "C", "C", "H", "H", "H", "H", "H", "H", "H", "H", "H", "H", "H", "H", "H", "H", "H", "H", "H", "H", "H", "H", "H", "H", "H", "H", "H", "H", "H", "H", "H", "H", "H", "H", "H", "H", "H", "H", "H", "H", "H", "H", "H", "H", "H", "H", "H", "H", "H", "H", "H", "H", "H", "H", "H", "H", "H", "H", "H", "H", "H", "H", "H", "H", "H", "H", "H"], "positions_angstrom": [[1.182, 1.657, 2.510], [1.422, -2.524, 1.126], [-1.487, -0.972, -1.451], [1.654, 2.358, -1.987], [-3.349, 0.859, -2.953], [0.570, 0.443, -0.285], [0.432, 0.503, 1.642], [3.801, 1.551, 1.345], [0.247, -5.025, -2.747], [0.123, -1.267, 6.421], [3.709, 0.801, 3.626], [-1.439, -3.823, -1.536], [4.195, 5.437, -1.159], [0.735, 3.371, 1.745], [-3.974, -2.061, -0.581], [-5.534, 0.780, -1.267], [-3.889, 1.612, -7.472], [1.270, 2.558, 5.292], [0.880, 5.763, 1.803], [3.074, 3.518, -2.085], [-6.874, -1.252, -2.578], [5.061, 0.503, 3.577], [1.352, 4.527, 2.210], [-1.162, -3.972, 1.559], [-4.987, -2.201, 0.349], [-0.218, 5.848, 0.959], [-0.904, -5.019, -1.981], [2.930, -3.171, -0.076], [-0.543, -1.370, 5.191], [-4.896, 1.244, -5.321], [-0.656, 2.591, 6.729], [-1.495, -6.337, 1.361], [4.985, 5.528, -2.293], [2.225, 1.078, -3.154], [-7.416, -0.691, -1.432], [1.705, 0.887, -4.428], [-5.660, -0.805, -3.064], [5.775, 0.705, 2.408], [-5.017, 1.485, -6.679], [0.676, -5.381, 0.991], [-2.419, -0.762, -3.036], [0.358, -2.637, -2.599], [3.564, -2.212, 5.431], [1.463, -1.520, 6.499], [3.877, 3.608, -3.218], [4.253, -2.572, 4.308], [5.143, 1.224, 1.288], [3.249, 4.432, -1.051], [3.083, 1.343, 2.514], [2.193, -1.894, 5.354], [-2.777, -0.644, 0.945], [-3.786, -0.795, 1.879], [-0.361, 3.457, 0.897], [3.607, -2.597, 3.065], [0.522, 3.382, -3.011], [2.265, -2.331, 2.944], [-0.820, -2.622, -1.854], [0.523, 1.920, 4.308], [-2.630, 1.507, -6.902], [3.248, 0.246, -2.706], [0.884, -3.832, -3.053], [-0.838, 4.695, 0.503], [-4.894, -1.572, 1.580], [4.832, 4.603, -3.314], [3.777, -0.724, -3.534], [2.228, -0.093, -5.253], [-3.638, 1.091, -4.750], [-4.978, 0.215, -2.407], [-1.410, 1.980, 5.740], [-2.857, -1.279, -0.292], [0.147, -1.697, 4.056], [1.528, -1.968, 4.099], [0.679, 2.881, 6.502], [-0.154, -6.487, 1.050], [3.271, -0.890, -4.815], [-1.997, -5.073, 1.619], [-2.509, 1.250, -5.551], [-0.820, 1.651, 4.532], [0.183, -4.111, 1.253], [-6.745, 0.326, -0.776], [0.188, 4.219, -2.399], [-3.043, -4.940, 1.857], [-6.000, 1.581, -7.118], [-2.141, -7.203, 1.408], [-1.704, 4.768, -0.138], [3.688, -1.642, -5.468], [3.478, -3.995, 0.375], [4.048, -2.174, 6.397], [5.705, 1.387, 0.381], [1.052, 3.772, -3.881], [-5.004, 1.576, -0.762], [-1.391, -5.948, -1.728], [-3.715, -0.303, 2.840], [-0.599, 6.817, 0.671], [5.449, 4.666, -4.198], [-3.094, -1.604, -3.214], [-1.392, 1.173, 3.741], [-0.430, -1.001, 7.309], [0.863, -1.701, -2.823], [-5.856, -2.796, 0.107], [0.659, -5.960, -3.097], [1.717, -5.513, 0.737], [0.901, 1.509, -4.789], [-1.679, -0.725, -3.841], [5.298, -2.843, 4.366], [-1.610, -1.205, 5.154], [3.748, 2.902, -4.027], [-7.166, 0.767, 0.115], [1.359, 6.665, 2.154], [-5.251, -1.246, -3.964], [-0.351, -1.761, 3.099], [1.260, 3.376, 7.265], [-8.359, -1.051, -1.051], [2.311, 2.806, 5.117], [-1.527, 1.164, -5.102], [-4.070, -2.565, -1.531], [-2.326, -3.836, -0.924], [2.515, -3.520, -1.017], [2.196, 4.448, 2.891], [1.825, -0.231, -6.244], [-5.784, 1.165, -4.710], [3.633, -2.369, -0.288], [-1.110, 2.857, 7.672], [3.649, 0.389, -1.710], [-7.400, -2.038, -3.098], [-2.457, 1.775, 5.908], [-0.352, 2.810, -3.316], [4.591, -1.343, -3.188], [5.717, 6.318, -2.383], [-0.851, 2.539, 0.577], [-5.688, -1.685, 2.303], [1.993, -1.444, 7.437], [-1.909, -0.038, 1.170], [4.305, 6.158, -0.361], [1.785, -3.833, -3.652], [0.250, -7.469, 0.847], [3.299, 1.989, 0.484], [-3.990, 1.805, -8.529], [-1.575, -2.986, 1.728], [6.829, 0.472, 2.376], [3.134, 0.609, 4.527], [4.193, -2.854, 2.194], [5.555, 0.117, 4.456], [-1.745, 1.632, -7.509], [2.626, 4.365, -0.166]], "atomic_forces_ev_per_a": [[0.8, 1.2, 1.3], [0.8, -1.5, 0.4], [-0.5, -0.6, -0.6], [0.3, 0.6, -0.6], [-0.2, -0.5, -0.3], [0.2, -0.3, -1.8], [-1.0, -0.8, 1.1], [-0.3, 0.2, -0.3], [0.1, 0.0, 0.0], [0.2, 0.0, 0.2], [-0.2, 0.1, 0.2], [-0.1, 0.0, -0.1], [0.0, 0.1, 0.0], [0.1, 0.0, 0.1], [0.0, -0.1, 0.1], [0.1, 0.1, -0.1], [0.0, 0.0, -0.1], [0.2, -0.1, -0.2], [0.1, 0.1, 0.1], [-0.1, -0.1, 0.3], [0.0, -0.1, -0.1], [0.0, 0.1, 0.1], [0.2, -0.2, 0.0], [-0.1, 0.2, 0.1], [0.0, -0.2, 0.0], [0.0, 0.0, 0.0], [-0.1, -0.1, -0.1], [-0.5, 0.5, 0.2], [0.0, -0.2, -0.3], [0.1, -0.1, 0.1], [0.0, 0.0, 0.0], [0.0, -0.1, 0.0], [0.0, 0.0, 0.1], [-0.2, -0.1, 0.1], [0.0, 0.1, 0.1], [0.0, 0.0, 0.1], [0.0, 0.0, 0.1], [0.0, 0.0, 0.1], [0.0, 0.1, -0.1], [0.2, 0.1, 0.0], [0.1, 0.6, 0.3], [0.0, 0.1, 0.1], [0.2, -0.1, -0.2], [-0.1, 0.1, 0.1], [0.0, -0.1, 0.1], [0.1, 0.0, 0.4], [0.0, 0.0, -0.1], [-0.1, -0.1, 0.0], [-0.2, 0.1, 0.2], [-0.2, 0.0, -0.3], [0.1, 0.0, -0.2], [-0.2, 0.0, 0.2], [0.0, -0.4, 0.0], [-0.2, -0.1, -0.4], [-0.1, -0.2, 0.1], [0.0, 0.2, -0.9], [0.2, 0.1, 0.2], [0.0, -0.1, -0.1], [0.1, 0.0, -0.1], [-0.1, 0.1, 0.0], [0.0, -0.1, -0.2], [-0.1, 0.1, 0.0], [0.1, 0.0, 0.1], [0.0, 0.0, -0.1], [0.1, -0.1, 0.0], [0.0, -0.1, -0.1], [0.0, 0.2, 0.2], [0.1, 0.3, 0.0], [0.0, 0.0, -0.1], [0.2, 0.1, 0.1], [-0.3, 0.0, 0.1], [0.2, 0.0, 0.3], [0.1, 0.1, 0.1], [0.0, -0.2, 0.0], [0.0, -0.1, 0.0], [-0.2, 0.0, 0.0], [-0.1, -0.1, 0.1], [-0.1, -0.2, -0.4], [0.3, 0.9, -0.1], [-0.2, 0.0, 0.1], [0.0, 0.0, 0.0], [-0.1, 0.0, 0.0], [-0.1, 0.0, 0.0], [0.0, 0.0, 0.0], [-0.1, 0.0, -0.1], [0.0, -0.1, -0.1], [0.0, -0.1, 0.2], [0.1, 0.0, 0.1], [0.0, 0.0, -0.1], [-0.1, -0.1, 0.0], [0.0, 0.1, 0.1], [0.0, -0.1, 0.0], [0.0, 0.0, 0.1], [0.0, 0.0, 0.0], [0.1, 0.0, -0.1], [0.2, 0.1, 0.0], [-0.1, 0.0, 0.1], [-0.1, 0.1, 0.1], [0.1, 0.0, -0.1], [0.0, 0.0, 0.0], [0.0, -0.1, 0.0], [0.1, -0.1, 0.0], [-0.1, 0.1, -0.1], [-0.1, 0.0, 0.1], [0.1, 0.0, 0.0], [-0.1, 0.1, -0.1], [0.0, 0.0, -0.1], [0.0, 0.0, 0.1], [0.0, 0.1, 0.0], [0.0, 0.0, -0.1], [-0.1, 0.1, 0.0], [0.1, 0.0, 0.1], [-0.1, 0.0, 0.0], [0.0, 0.0, 0.0], [0.1, 0.0, 0.0], [0.0, 0.0, -0.1], [0.0, 0.0, 0.0], [-0.1, 0.0, 0.0], [-0.1, 0.1, -0.1], [0.0, 0.0, -0.1], [0.0, 0.0, 0.0], [0.1, 0.1, 0.0], [0.0, 0.0, 0.1], [0.1, 0.0, 0.1], [-0.1, -0.1, 0.0], [-0.1, -0.1, 0.0], [-0.1, 0.0, 0.0], [0.1, -0.1, 0.0], [0.1, 0.0, 0.0], [-0.1, 0.2, 0.0], [-0.1, 0.0, 0.1], [0.0, 0.0, 0.2], [0.1, 0.0, 0.1], [0.0, 0.0, 0.1], [0.0, 0.0, 0.0], [0.0, -0.1, 0.0], [0.2, 0.0, 0.0], [0.0, 0.0, -0.1], [-0.1, 0.0, 0.1], [0.1, 0.0, 0.0], [0.1, 0.0, 0.0], [0.0, 0.0, -0.1], [0.0, -0.1, 0.0], [0.0, 0.0, -0.1], [0.0, 0.0, 0.0]], "multiplicity": 2, "homo_energy_ha": [-0.3448, -0.3665], "fmax_ev_per_a": 1.94, "orbital_gap_ev": [7.699, 6.837], "total_charge": 1, "total_energy_ev": -228437.002}